# 1
{
  "formula": "C36H96N4O14",
  "method": "ωB97M-V/def2-TZVPD",
  "homo_energy_ev": [0.37, -6.88],
  "charge": -1,
  "homo_lumo_gap_ev": [1.9, 9.1],
  "multiplicity": 2,
  "species": ["C", "O", "C", "C", "N", "C", "C", "O", "C", "H", "H", "H", "H", "H", "H", "H", "H", "H", "H", "H", "H", "H", "H", "H", "C", "O", "C", "C", "N", "C", "C", "O", "C", "H", "H", "H", "H", "H", "H", "H", "H", "H", "H", "H", "H", "H", "H", "H", "C", "O", "C", "C", "N", "C", "C", "O", "C", "H", "H", "H", "H", "H", "H", "H", "H", "H", "H", "H", "H", "H", "H", "H", "C", "O", "C", "C", "N", "C", "C", "O", "C", "H", "H", "H", "H", "H", "H", "H", "H", "H", "H", "H", "H", "H", "H", "H", "C", "C", "O", "H", "H", "H", "H", "H", "H", "C", "C", "O", "H", "H", "H", "H", "H", "H", "C", "C", "O", "H", "H", "H", "H", "H", "H", "C", "C", "O", "H", "H", "H", "H", "H", "H", "C", "C", "O", "H", "H", "H", "H", "H", "H", "C", "C", "O", "H", "H", "H", "H", "H", "H"],
  "coordinates": [[3.487, -2.981, -9.882], [3.794, -2.896, -8.487], [3.744, -1.526, -7.981], [4.010, -1.520, -6.441], [2.924, -2.281, -5.830], [3.193, -2.392, -4.415], [2.081, -3.223, -3.680], [2.291, -4.663, -3.641], [2.410, -5.350, -4.830], [2.419, -2.862, -10.064], [3.792, -3.925, -10.333], [3.997, -2.129, -10.332], [2.772, -1.079, -8.189], [4.511, -0.935, -8.481], [3.958, -0.506, -6.044], [4.989, -1.953, -6.240], [2.919, -3.129, -6.379], [3.198, -1.399, -3.966], [4.220, -2.603, -4.118], [1.103, -2.837, -3.970], [2.209, -2.993, -2.623], [1.481, -5.415, -5.397], [2.832, -6.345, -4.692], [3.199, -4.869, -5.409], [-1.055, 6.289, -2.141], [-0.492, 5.020, -1.724], [-1.292, 3.858, -2.001], [-0.576, 2.627, -1.283], [-0.340, 2.770, 0.179], [-1.590, 2.734, 0.862], [-1.459, 2.853, 2.385], [-1.399, 4.228, 2.778], [-1.627, 4.269, 4.183], [-2.001, 6.564, -1.674], [-1.098, 6.182, -3.225], [-0.384, 7.142, -2.034], [-1.394, 3.582, -3.050], [-2.316, 3.873, -1.626], [0.369, 2.501, -1.810], [-1.159, 1.734, -1.505], [-0.019, 3.718, 0.317], [-2.017, 1.753, 0.652], [-2.332, 3.437, 0.483], [-0.577, 2.339, 2.768], [-2.343, 2.341, 2.765], [-1.419, 5.271, 4.558], [-0.979, 3.604, 4.755], [-2.664, 4.004, 4.389], [-7.981, 3.807, 3.650], [-6.630, 4.093, 3.622], [-5.727, 2.947, 3.540], [-5.455, 2.286, 4.876], [-4.509, 1.197, 4.641], [-3.615, 0.809, 5.674], [-2.749, -0.404, 5.350], [-1.949, -0.036, 4.268], [-1.103, -1.033, 3.831], [-8.550, 4.725, 3.509], [-8.347, 3.337, 4.563], [-8.212, 3.061, 2.889], [-4.802, 3.415, 3.203], [-6.079, 2.170, 2.861], [-6.324, 2.008, 5.472], [-4.969, 2.956, 5.585], [-3.990, 1.217, 3.775], [-4.160, 0.565, 6.586], [-3.008, 1.645, 6.021], [-3.311, -1.305, 5.104], [-2.121, -0.658, 6.204], [-0.787, -0.855, 2.803], [-1.673, -1.948, 3.677], [-0.231, -1.256, 4.447], [2.366, 4.242, 4.064], [3.035, 3.015, 3.855], [2.160, 1.936, 3.686], [2.936, 0.614, 3.457], [3.568, 0.060, 4.673], [4.332, -1.143, 4.389], [5.513, -0.964, 3.395], [6.465, -0.063, 4.033], [7.801, -0.116, 3.523], [1.776, 4.201, 4.979], [1.649, 4.500, 3.284], [3.048, 5.087, 3.975], [1.469, 2.108, 2.861], [1.500, 1.863, 4.551], [3.733, 0.742, 2.724], [2.250, -0.071, 2.959], [4.327, 0.681, 4.914], [3.758, -2.005, 4.051], [4.587, -1.440, 5.407], [5.242, -0.568, 2.416], [5.999, -1.919, 3.196], [7.815, -0.217, 2.438], [8.391, -0.961, 3.880], [8.337, 0.815, 3.708], [4.764, 0.532, -2.128], [3.377, 0.655, -1.499], [3.326, 0.209, -0.151], [5.014, -0.529, -2.089], [5.554, 1.093, -1.631], [4.693, 0.826, -3.175], [2.665, 0.058, -2.069], [3.010, 1.680, -1.548], [2.405, -0.026, -0.019], [-3.191, -0.944, 1.107], [-4.116, -0.356, 0.072], [-4.628, 0.867, 0.601], [-3.703, -1.167, 2.044], [-2.397, -0.236, 1.344], [-2.766, -1.880, 0.746], [-4.970, -0.980, -0.193], [-3.544, -0.301, -0.853], [-5.146, 1.338, -0.056], [-2.097, -3.305, -3.134], [-2.367, -3.245, -4.621], [-3.644, -3.796, -4.864], [-2.816, -2.658, -2.631], [-1.044, -3.044, -3.031], [-2.341, -4.290, -2.736], [-1.634, -3.732, -5.263], [-2.384, -2.204, -4.943], [-4.350, -3.177, -4.664], [0.198, -2.136, -0.065], [0.030, -0.679, -0.293], [0.538, 0.158, 0.711], [0.009, -2.649, -1.008], [-0.487, -2.514, 0.694], [1.219, -2.395, 0.216], [-1.020, -0.472, -0.495], [0.580, -0.423, -1.199], [0.076, 0.989, 0.574], [1.672, -5.256, 2.830], [0.374, -4.614, 2.381], [-0.583, -4.712, 3.355], [2.104, -4.672, 3.643], [2.366, -5.202, 1.991], [1.534, -6.295, 3.131], [0.082, -5.093, 1.447], [0.534, -3.552, 2.199], [-1.396, -4.280, 3.083], [-3.545, 1.458, -3.248], [-2.870, 0.209, -3.782], [-1.546, 0.051, -3.274], [-4.629, 1.364, -3.324], [-3.335, 2.340, -3.853], [-3.343, 1.674, -2.199], [-2.982, 0.221, -4.866], [-3.433, -0.661, -3.446], [-0.963, -0.267, -3.967]]
}

# 2
{
  "formula": "C36H96N8O10",
  "method": "ωB97M-V/def2-TZVPD",
  "de_lowest_kj_mol": 97.06,
  "homo_energy_ev": -8.78,
  "homo_lumo_gap_ev": 9.3,
  "multiplicity": 1,
  "species": ["C", "O", "C", "C", "C", "N", "H", "H", "H", "H", "H", "H", "H", "H", "H", "H", "H", "C", "O", "C", "C", "C", "N", "H", "H", "H", "H", "H", "H", "H", "H", "H", "H", "H", "C", "O", "C", "C", "C", "N", "H", "H", "H", "H", "H", "H", "H", "H", "H", "H", "H", "C", "O", "C", "C", "C", "N", "H", "H", "H", "H", "H", "H", "H", "H", "H", "H", "H", "C", "O", "C", "C", "C", "N", "H", "H", "H", "H", "H", "H", "H", "H", "H", "H", "H", "C", "O", "C", "C", "C", "N", "H", "H", "H", "H", "H", "H", "H", "H", "H", "H", "H", "C", "O", "C", "C", "N", "C", "C", "O", "C", "H", "H", "H", "H", "H", "H", "H", "H", "H", "H", "H", "H", "H", "H", "H", "C", "O", "C", "C", "N", "C", "C", "O", "C", "H", "H", "H", "H", "H", "H", "H", "H", "H", "H", "H", "H", "H", "H", "H"],
  "coordinates": [[-3.357, 5.255, -6.342], [-3.245, 5.982, -5.140], [-2.493, 5.316, -4.153], [-2.410, 6.225, -2.937], [-1.788, 5.596, -1.695], [-3.709, 6.804, -2.571], [-3.926, 4.334, -6.166], [-2.375, 5.012, -6.759], [-3.921, 5.863, -7.045], [-2.932, 4.354, -3.846], [-1.489, 5.132, -4.564], [-1.701, 7.043, -3.096], [-2.447, 4.951, -1.114], [-1.389, 6.388, -1.055], [-0.821, 5.114, -1.896], [-4.360, 6.083, -2.279], [-4.057, 7.202, -3.437], [2.963, 1.893, -2.807], [3.679, 1.102, -3.726], [3.881, -0.204, -3.251], [4.412, -1.085, -4.366], [4.892, -2.429, -3.794], [5.564, -0.458, -5.059], [3.663, 2.361, -2.108], [2.211, 1.328, -2.246], [2.366, 2.693, -3.250], [4.649, -0.202, -2.457], [2.986, -0.648, -2.795], [3.668, -1.348, -5.120], [4.091, -2.832, -3.171], [5.794, -2.260, -3.199], [5.177, -3.120, -4.583], [6.374, -0.396, -4.451], [5.241, 0.502, -5.168], [2.902, -5.751, -0.853], [2.824, -5.286, 0.457], [2.601, -3.900, 0.586], [3.278, -3.377, 1.848], [2.794, -4.025, 3.139], [3.196, -1.924, 1.826], [3.588, -5.118, -1.433], [1.932, -5.754, -1.373], [3.257, -6.779, -0.859], [3.116, -3.384, -0.239], [1.528, -3.679, 0.513], [4.322, -3.648, 1.656], [3.133, -3.409, 3.977], [3.066, -5.066, 3.302], [1.696, -4.019, 3.169], [3.726, -1.524, 2.592], [2.248, -1.572, 1.939], [3.433, 4.099, 2.455], [4.429, 4.994, 2.032], [5.611, 4.431, 1.530], [5.427, 3.656, 0.225], [6.754, 3.326, -0.415], [4.638, 4.463, -0.741], [3.848, 3.107, 2.672], [2.745, 3.882, 1.631], [2.877, 4.471, 3.313], [6.201, 5.320, 1.263], [6.235, 3.924, 2.278], [4.878, 2.718, 0.345], [7.538, 3.111, 0.327], [7.192, 4.192, -0.918], [6.705, 2.447, -1.050], [3.744, 4.575, -0.271], [5.060, 5.388, -0.762], [-0.742, -5.080, 4.315], [-0.347, -5.871, 3.221], [-0.875, -5.456, 1.974], [-2.141, -6.233, 1.632], [-1.936, -7.735, 1.561], [-2.677, -5.680, 0.367], [-1.377, -5.636, 5.019], [-1.371, -4.210, 4.091], [0.153, -4.765, 4.855], [-0.996, -4.378, 1.846], [-0.110, -5.763, 1.244], [-2.871, -5.986, 2.414], [-2.765, -8.250, 1.075], [-1.844, -8.195, 2.547], [-1.009, -7.938, 1.015], [-1.905, -5.558, -0.289], [-3.200, -6.409, -0.111], [-1.100, -1.123, 0.375], [0.298, -1.148, 0.362], [0.857, 0.051, -0.186], [0.880, 1.259, 0.753], [0.549, 2.558, 0.050], [2.319, 1.393, 1.229], [-1.529, -2.090, 0.638], [-1.556, -0.701, -0.529], [-1.482, -0.473, 1.182], [1.871, -0.268, -0.436], [0.348, 0.182, -1.151], [0.246, 1.153, 1.636], [0.510, 3.470, 0.652], [-0.328, 2.531, -0.603], [1.351, 2.839, -0.649], [2.147, 1.575, 2.221], [2.700, 0.450, 1.313], [-1.845, 0.160, -3.613], [-3.053, 0.419, -2.926], [-4.187, -0.038, -3.617], [-5.412, 0.364, -2.793], [-5.518, -0.172, -1.465], [-5.622, -1.619, -1.310], [-5.775, -1.957, 0.145], [-4.559, -1.755, 0.817], [-4.328, -2.560, 1.952], [-1.684, -0.918, -3.723], [-1.029, 0.490, -2.967], [-1.815, 0.723, -4.546], [-4.200, -1.143, -3.598], [-4.345, 0.246, -4.663], [-6.306, 0.135, -3.387], [-5.448, 1.454, -2.675], [-4.738, 0.153, -0.910], [-4.720, -2.098, -1.719], [-6.477, -2.017, -1.862], [-6.076, -3.011, 0.220], [-6.555, -1.327, 0.589], [-4.302, -3.624, 1.687], [-5.179, -2.417, 2.632], [-3.384, -2.262, 2.400], [-4.419, 1.850, 0.792], [-4.113, 2.756, 1.815], [-2.861, 2.513, 2.426], [-2.899, 1.189, 3.206], [-1.584, 0.687, 3.564], [-0.818, 1.453, 4.556], [0.508, 0.846, 4.884], [0.361, -0.331, 5.654], [1.142, -1.390, 5.187], [-5.316, 2.192, 0.278], [-4.605, 0.839, 1.165], [-3.637, 1.762, 0.018], [-2.718, 3.286, 3.179], [-2.076, 2.538, 1.660], [-3.396, 0.342, 2.737], [-3.466, 1.411, 4.129], [-1.501, -0.298, 3.765], [-1.412, 1.597, 5.473], [-0.736, 2.427, 4.063], [1.020, 1.590, 5.511], [1.138, 0.711, 3.999], [2.224, -1.180, 5.182], [0.918, -1.683, 4.149], [1.028, -2.292, 5.788]]
}